(1)
{"formula": "C22H64N4O10", "method": "ωB97M-V/def2-TZVPD", "symbols": ["C", "O", "C", "C", "C", "N", "H", "H", "H", "H", "H", "H", "H", "H", "H", "H", "H", "C", "O", "C", "C", "C", "N", "H", "H", "H", "H", "H", "H", "H", "H", "H", "H", "H", "C", "O", "C", "C", "C", "N", "H", "H", "H", "H", "H", "H", "H", "H", "H", "H", "H", "C", "O", "C", "C", "C", "N", "H", "H", "H", "H", "H", "H", "H", "H", "H", "H", "H", "O", "C", "C", "O", "H", "H", "H", "H", "H", "H", "O", "C", "C", "O", "H", "H", "H", "H", "H", "H", "C", "O", "H", "H", "H", "H", "C", "O", "H", "H", "H", "H"], "positions_angstrom": [[1.04670, 19.24056, 15.17416], [0.04358, 18.90344, 14.24707], [-1.07357, 18.20563, 14.78025], [-0.83553, 16.71376, 15.20909], [-0.57620, 15.76701, 14.04943], [-1.84747, 16.10464, 16.00852], [1.71405, 18.40493, 15.38502], [0.62970, 19.68857, 16.07611], [1.63734, 20.05146, 14.74790], [-1.45389, 18.76970, 15.63189], [-1.90857, 18.28221, 14.08383], [0.08067, 16.73309, 15.79928], [-1.38659, 15.89545, 13.33189], [-0.50883, 14.69347, 14.22566], [0.29751, 16.05272, 13.46368], [-2.68846, 16.07347, 15.45008], [-1.60591, 15.12702, 16.08604], [-3.54742, 7.66417, 12.72659], [-3.50005, 8.41410, 11.48273], [-2.84619, 9.69915, 11.47636], [-3.55831, 10.79388, 12.26675], [-4.86181, 11.21479, 11.70773], [-2.73919, 11.96504, 12.51584], [-3.98570, 8.22717, 13.55064], [-2.53788, 7.39614, 13.03818], [-4.00614, 6.68294, 12.60473], [-1.81674, 9.61854, 11.82540], [-2.72497, 10.03589, 10.44679], [-3.78057, 10.36297, 13.24297], [-4.82821, 11.44884, 10.64368], [-5.17910, 12.11213, 12.23897], [-5.68212, 10.52747, 11.91457], [-1.75690, 11.74151, 12.58828], [-2.66462, 12.46190, 11.63967], [-0.41084, 14.41223, 21.97151], [-1.14381, 13.25384, 21.82004], [-1.89566, 13.24950, 20.59847], [-2.28746, 11.77955, 20.25118], [-1.05880, 10.93196, 19.92571], [-3.21669, 11.77331, 19.15134], [0.19737, 14.25562, 22.86239], [-1.05216, 15.29358, 21.97824], [0.29296, 14.63539, 21.16967], [-2.76592, 13.89938, 20.69019], [-1.27169, 13.53240, 19.75069], [-2.86384, 11.28834, 21.03513], [-1.20050, 9.85817, 20.04824], [-0.27197, 11.22426, 20.62110], [-0.50725, 11.06730, 18.99535], [-3.98698, 12.36191, 19.43468], [-3.69185, 10.88621, 19.06553], [-7.17659, 11.34641, 16.08082], [-7.20808, 12.19062, 17.24432], [-6.20718, 13.19446, 17.26466], [-6.12452, 13.85736, 18.65039], [-5.17053, 15.01091, 18.72708], [-5.71020, 12.90139, 19.76328], [-6.24537, 10.78930, 15.97807], [-7.15144, 12.04261, 15.24249], [-7.97226, 10.61192, 15.95619], [-5.22650, 12.79739, 17.00260], [-6.51671, 13.93016, 16.52235], [-7.10549, 14.20736, 18.97181], [-4.98765, 15.41648, 19.72215], [-5.40607, 15.83360, 18.05194], [-4.21273, 14.58542, 18.42762], [-5.80660, 13.35987, 20.65803], [-6.39402, 12.16018, 19.70756], [0.35603, 8.08951, 16.49000], [-0.60638, 8.75689, 17.28366], [-1.99775, 8.06183, 17.27719], [-2.37594, 7.99490, 15.90656], [1.16298, 8.59985, 16.58990], [-0.23896, 8.85355, 18.30531], [-0.69874, 9.78427, 16.93145], [-2.72717, 8.68929, 17.78938], [-1.97880, 7.05650, 17.69796], [-3.25652, 7.61751, 15.84534], [-2.44235, 13.55678, 17.14471], [-1.92186, 12.59441, 16.21697], [-2.96163, 11.61277, 15.69934], [-3.91238, 12.28262, 14.82106], [-2.71499, 13.06550, 17.92312], [-1.39490, 13.11192, 15.41535], [-1.17052, 12.08901, 16.82374], [-3.46972, 11.11954, 16.52799], [-2.59183, 10.75991, 15.13014], [-3.52497, 12.32552, 13.94375], [0.92000, 11.17830, 14.03672], [0.18056, 11.39833, 12.85871], [0.76275, 11.98673, 14.75074], [0.71478, 10.18718, 14.44130], [1.98703, 11.31283, 13.85942], [0.35533, 10.66074, 12.26963], [-4.53492, 15.53009, 13.21627], [-4.77155, 15.06427, 14.54815], [-5.46513, 15.51377, 12.64833], [-4.37025, 16.60401, 13.30395], [-3.71111, 15.05164, 12.68663], [-4.49429, 14.15152, 14.65587]], "atomic_forces_ev_per_a": [[0.013, 0.479, -0.179], [-0.357, -0.547, -0.366], [-0.449, -0.569, 0.723], [1.666, -0.052, -0.647], [0.354, 1.004, -1.939], [-0.963, 0.763, 0.599], [-0.048, -0.071, 0.259], [-0.178, -0.376, 0.371], [0.084, -0.160, -0.334], [0.136, -0.124, 0.558], [0.262, -0.173, -0.578], [0.166, 0.109, 0.291], [-0.359, -0.132, -0.095], [0.061, 0.152, 0.649], [0.330, 0.009, 0.032], [-0.653, 0.001, 0.075], [-0.097, 0.044, 0.590], [1.248, 0.681, -0.453], [-0.307, 0.047, 0.286], [-0.038, -0.508, 0.292], [0.257, -1.478, 0.807], [-1.371, 0.630, -0.093], [0.789, 0.344, -1.360], [-0.319, 0.007, -0.113], [0.363, 0.300, 0.084], [-0.576, 0.447, -0.528], [0.193, -0.278, 0.483], [-0.417, -0.356, -0.341], [0.088, -0.054, 0.219], [0.026, -0.071, -0.109], [0.044, 0.263, -0.071], [0.247, -0.383, -0.320], [0.417, -0.536, 0.915], [-0.621, 0.708, -0.333], [0.700, 0.668, 0.191], [-0.832, -0.890, -1.245], [0.320, -1.760, 0.274], [0.147, -0.485, 0.078], [1.101, 0.185, 0.990], [0.123, 0.697, -1.108], [-0.265, 0.508, 0.212], [-0.138, 0.215, 0.620], [0.173, -0.442, -0.492], [-0.124, 0.080, -0.105], [0.126, 0.620, -0.028], [0.706, 0.235, 1.023], [-0.301, 0.038, 0.054], [-0.035, -0.251, 0.548], [-0.856, 0.438, -0.581], [-0.679, 0.321, -0.043], [0.297, -0.404, -0.086], [1.069, 1.307, -0.346], [-0.503, -1.559, 0.622], [-0.130, 0.122, 0.400], [-0.803, -0.229, 1.747], [1.128, -0.054, -0.804], [-0.492, 0.181, -1.569], [0.347, -0.049, 0.397], [-0.323, -0.208, -0.520], [-0.402, 0.535, 0.721], [0.141, -0.091, -0.144], [0.422, 0.418, -0.070], [-0.440, 0.066, -0.577], [-0.521, -0.107, 0.174], [-0.037, -0.090, -0.034], [0.285, 0.441, -0.253], [-0.217, 0.143, 0.040], [-0.068, -0.361, 0.349], [-0.234, -0.337, -0.074], [-0.626, -0.008, 0.541], [1.083, 0.577, -1.006], [-0.093, -0.032, -0.285], [0.170, -0.133, -0.083], [-0.142, -0.274, 0.233], [-0.450, 0.130, -0.212], [0.189, 0.071, 0.483], [0.212, 0.017, 0.240], [-0.062, -0.060, 0.016], [0.032, 0.511, -1.689], [0.078, -0.227, 1.419], [-0.702, 0.577, -1.156], [-0.631, -0.228, 2.449], [-0.226, -0.834, 0.439], [-0.275, 0.088, -0.117], [0.362, -0.704, -0.418], [-0.378, 0.489, 0.126], [0.845, 0.060, -0.045], [0.778, 0.108, -0.822], [0.876, 0.328, 0.316], [-0.275, 0.194, -0.262], [-0.816, -0.198, 0.049], [-0.002, 0.105, 0.330], [0.278, -0.489, -0.305], [0.051, -0.017, -0.124], [-0.804, 0.600, 0.793], [0.163, 0.532, -0.459], [-0.028, -0.600, -0.343], [0.563, 0.065, -0.005], [-0.036, -0.110, 0.110], [0.192, -0.560, 0.053]], "mulliken_charge": [-0.712, -0.386, -0.857, 0.725, -1.171, -0.480, 0.267, 0.329, 0.267, 0.450, 0.249, 0.174, 0.137, 0.237, 0.434, 0.263, 0.021, -0.588, -0.424, -0.736, 2.000, -1.635, -0.487, 0.097, 0.311, 0.371, 0.359, 0.361, -0.797, 0.348, 0.352, 0.334, -0.011, 0.399, -0.779, -0.385, -0.848, 0.344, -1.432, -0.382, 0.273, 0.325, 0.325, 0.563, 0.421, 0.567, 0.333, 0.503, 0.180, -0.256, 0.374, -0.488, -0.504, 0.092, 0.335, -1.084, -0.774, 0.055, 0.276, 0.385, -0.476, 0.425, 0.392, 0.385, 0.386, 0.053, 0.230, 0.240, -0.621, 0.422, -0.500, -0.430, 0.358, 0.512, -0.498, 0.182, 0.440, 0.266, 0.009, 1.491, -0.642, 0.160, -0.737, -0.562, -0.234, -0.155, 0.586, -0.063, -0.555, -0.593, 0.136, 0.251, 0.381, 0.290, -0.710, -0.529, 0.309, 0.313, 0.178, 0.293], "lumo_ev": 0.36, "relative_energy_kj_mol": 532.4, "total_charge": 0}

***

(2)
{"formula": "C22H65F6N3O13P", "method": "ωB97M-V/def2-TZVPD", "symbols": ["P", "F", "F", "F", "F", "F", "F", "C", "O", "H", "H", "H", "H", "C", "O", "H", "H", "H", "H", "C", "C", "C", "O", "C", "N", "H", "H", "H", "H", "H", "H", "H", "H", "H", "H", "H", "C", "C", "C", "O", "C", "N", "H", "H", "H", "H", "H", "H", "H", "H", "H", "H", "H", "C", "C", "C", "O", "C", "N", "H", "H", "H", "H", "H", "H", "H", "H", "H", "H", "H", "C", "C", "O", "O", "H", "H", "H", "H", "H", "H", "C", "C", "O", "O", "H", "H", "H", "H", "H", "H", "C", "C", "O", "O", "H", "H", "H", "H", "H", "H", "C", "C", "O", "O", "H", "H", "H", "H", "H", "H"], "positions_angstrom": [[-12.36957, -26.08459, -8.12975], [-11.31705, -27.29108, -8.54987], [-11.21564, -25.53919, -7.11296], [-11.74008, -25.17197, -9.29573], [-13.39294, -24.93024, -7.72002], [-13.42230, -26.74477, -9.16106], [-12.89524, -27.03193, -6.91568], [-11.10276, -27.43894, -3.86722], [-11.24305, -27.97938, -2.52613], [-11.91463, -27.92418, -4.41374], [-11.49976, -26.42006, -3.82174], [-10.14308, -27.57221, -4.35520], [-10.88802, -27.33463, -1.90932], [-15.52151, -29.87088, -5.81015], [-16.47086, -30.64336, -5.07728], [-14.83932, -29.20784, -5.27497], [-14.92617, -30.50352, -6.46043], [-16.11494, -29.18747, -6.43601], [-16.74729, -30.12733, -4.31585], [-18.19291, -31.17508, -13.52416], [-17.50761, -30.03977, -12.75742], [-16.99119, -30.48798, -11.40479], [-16.26105, -29.41804, -10.85482], [-16.09503, -29.60292, -9.45665], [-16.38683, -29.56217, -13.62797], [-18.59392, -30.85040, -14.47710], [-18.90313, -31.73146, -12.90858], [-17.39859, -31.91268, -13.71401], [-18.19376, -29.19002, -12.70221], [-16.37434, -31.39476, -11.50983], [-17.81379, -30.77331, -10.73144], [-15.29679, -28.96508, -9.08477], [-15.88304, -30.65253, -9.22894], [-17.03678, -29.35101, -8.95497], [-15.79559, -28.97883, -13.03952], [-15.84806, -30.39254, -13.86623], [-14.44392, -25.78260, -12.24138], [-15.43829, -24.99222, -11.41417], [-16.38120, -25.92468, -10.67708], [-17.32792, -25.15963, -9.95143], [-17.51663, -25.58548, -8.62485], [-14.72454, -24.06847, -10.48688], [-13.59552, -25.18262, -12.57798], [-14.88892, -26.28131, -13.10804], [-13.95112, -26.60748, -11.70498], [-15.93764, -24.33798, -12.13676], [-15.77732, -26.56801, -10.03073], [-16.91439, -26.59363, -11.36452], [-18.29591, -25.00167, -8.13551], [-16.61967, -25.45982, -7.99046], [-17.73831, -26.66374, -8.58803], [-14.00370, -24.63453, -10.03244], [-15.41257, -23.94003, -9.74335], [-7.96256, -27.00808, -8.08220], [-7.55417, -25.65926, -7.47253], [-6.05521, -25.60030, -7.30322], [-5.44550, -25.88927, -8.56522], [-4.06881, -25.71224, -8.57566], [-7.95917, -24.57855, -8.43210], [-9.05454, -27.07415, -8.11351], [-7.55824, -27.84910, -7.50655], [-7.69208, -27.19181, -9.12398], [-8.10224, -25.50251, -6.54448], [-5.61996, -26.28239, -6.56653], [-5.78431, -24.55653, -7.06692], [-3.53046, -26.32000, -7.83039], [-3.74424, -24.66674, -8.51956], [-3.68568, -26.12078, -9.51787], [-7.18224, -24.46461, -9.07793], [-8.72910, -24.95299, -8.97716], [-10.41427, -22.22720, -9.06096], [-11.80216, -21.89097, -8.57353], [-11.93060, -20.52337, -8.18872], [-9.46087, -22.07707, -7.98062], [-10.14521, -21.47477, -9.81623], [-10.37119, -23.24626, -9.44136], [-12.17325, -22.60951, -7.84086], [-12.51713, -22.09202, -9.39101], [-12.43015, -20.09781, -8.88688], [-8.86685, -22.82926, -8.15915], [-14.16806, -23.73332, -5.40523], [-14.48294, -23.65407, -3.94111], [-13.33412, -23.21604, -3.22538], [-13.97129, -22.41123, -5.95036], [-14.94736, -24.25484, -5.96717], [-13.23012, -24.24614, -5.62702], [-14.75090, -24.63424, -3.51823], [-15.36489, -23.01834, -3.78392], [-13.45232, -23.39742, -2.29153], [-14.83076, -22.05194, -6.18608], [-9.07009, -22.70356, -4.49670], [-10.40622, -23.14838, -5.07915], [-11.15953, -22.01940, -5.42272], [-8.44247, -21.74268, -5.35888], [-8.40381, -23.51297, -4.18978], [-9.31204, -22.11524, -3.59905], [-10.87541, -23.78191, -4.31586], [-10.18112, -23.75578, -5.96310], [-12.07472, -22.27865, -5.23881], [-7.63188, -22.15695, -5.66627], [-11.57822, -30.13813, -8.96123], [-11.60548, -29.89903, -10.46009], [-10.34882, -30.10368, -11.06893], [-11.75361, -31.54977, -8.68378], [-12.31818, -29.57003, -8.40414], [-10.60450, -29.79801, -8.59710], [-11.83620, -28.83837, -10.57561], [-12.37482, -30.53007, -10.91171], [-10.11938, -31.03613, -11.08995], [-10.92613, -31.90118, -8.35080]], "atomic_forces_ev_per_a": [[2.079, -1.377, 0.427], [-0.217, 0.217, -0.029], [-0.412, 0.363, -0.050], [-0.338, 0.135, -0.223], [-0.105, -0.048, -0.274], [-0.437, 0.202, 0.106], [-0.543, 0.072, -0.201], [-2.252, 0.046, 0.854], [0.637, -0.031, -0.385], [0.529, -0.324, -0.373], [0.841, 0.292, -0.353], [0.143, 0.098, 0.207], [0.081, -0.028, -0.034], [-0.828, 0.928, -0.911], [0.654, -0.121, 0.409], [-0.048, -0.411, 0.635], [-0.077, -0.285, 0.091], [0.352, -0.062, -0.252], [-0.009, -0.019, -0.009], [0.964, -0.535, 0.781], [0.309, 0.075, -1.461], [-0.576, 0.157, -0.060], [0.265, -0.251, 0.400], [-0.319, -0.034, -0.063], [-0.544, -0.319, 0.639], [-0.203, 0.060, 0.036], [-0.354, 0.333, -0.147], [-0.155, 0.022, -0.277], [0.022, -0.070, 0.535], [0.173, 0.131, -0.083], [-0.116, 0.148, -0.084], [0.054, 0.056, -0.128], [0.233, 0.049, 0.032], [0.050, 0.051, 0.138], [0.090, -0.011, -0.205], [0.192, 0.213, -0.026], [0.830, -1.000, -0.121], [0.889, 0.568, -0.411], [0.004, -0.098, -0.450], [-0.204, 0.298, 0.453], [0.569, -0.499, 0.441], [-0.534, -1.104, 0.155], [-0.310, 0.312, -0.104], [-0.193, 0.324, -0.043], [-0.296, 0.221, 0.378], [-0.573, -0.170, 0.252], [-0.008, 0.126, 0.223], [0.009, 0.070, -0.070], [-0.229, -0.059, -0.367], [0.067, 0.073, -0.373], [-0.290, 0.193, 0.037], [0.026, 0.325, -0.129], [0.244, 0.505, 0.030], [-0.651, -0.560, 0.317], [-0.304, -0.445, -1.835], [0.644, 0.954, -0.381], [-0.487, -0.124, 0.119], [0.951, -0.575, -0.530], [0.423, -0.263, 0.535], [0.057, -0.081, 0.385], [-0.182, 0.045, 0.069], [0.548, 0.513, 0.092], [0.249, -0.012, 0.200], [-0.368, 0.009, 0.230], [0.057, -0.198, 0.370], [-0.317, 0.283, 0.352], [-0.170, 0.040, 0.240], [-0.262, 0.238, -0.093], [-0.165, -0.041, -0.112], [-0.111, 0.160, -0.025], [0.468, 1.108, 1.109], [-0.901, -0.735, -1.065], [0.001, -0.205, 0.284], [-0.327, -0.725, -1.178], [-0.071, -0.326, -0.311], [-0.197, 0.038, -0.242], [0.473, 0.514, 0.665], [0.306, 0.102, -0.201], [0.016, 0.081, 0.022], [0.215, 0.226, 0.676], [0.275, 0.630, -0.586], [-0.140, -0.817, 0.774], [0.058, 0.414, -0.260], [-0.314, -0.480, 0.211], [-0.046, -0.051, 0.213], [-0.142, -0.120, 0.443], [-0.121, -0.109, -0.504], [0.205, 0.284, 0.022], [-0.064, 0.032, 0.036], [0.069, 0.123, -0.004], [-0.787, 1.658, 0.385], [1.495, -0.558, -0.186], [-0.544, -0.418, 0.641], [0.617, -0.761, 0.427], [-0.062, -0.212, -0.278], [0.049, -0.280, 0.146], [-0.248, 0.032, -0.092], [-0.268, -0.027, -0.047], [0.084, 0.653, -0.276], [-0.079, 0.187, -0.344], [0.510, -0.611, 0.004], [-0.319, 0.494, 0.797], [0.460, 0.009, -0.326], [0.063, 0.168, -0.024], [-0.295, -0.030, -0.223], [-0.063, 0.003, 0.025], [-0.058, -0.091, -0.341], [-0.125, 0.115, -0.069], [-0.234, -0.086, 0.129], [-0.008, 0.025, 0.057]], "mulliken_charge": [1.668, -0.411, -0.379, -0.593, -0.211, -0.292, -0.535, 0.033, -0.594, 0.025, -0.006, 0.217, 0.306, -0.254, -0.560, 0.209, 0.189, 0.134, 0.297, -1.512, 0.268, -0.747, 0.071, -0.829, -0.701, 0.351, 0.369, 0.340, 0.307, 0.277, 0.422, -0.044, 0.526, 0.335, 0.284, 0.313, -1.320, 0.428, 0.339, -0.429, -0.521, -0.685, 0.388, 0.435, 0.045, 0.292, -0.249, 0.182, 0.313, 0.140, 0.243, 0.023, 0.330, -1.602, 1.024, -1.083, -0.336, -0.811, -0.401, 0.225, 0.461, 0.361, -0.062, 0.490, 0.430, 0.305, 0.304, 0.256, 0.234, 0.145, -0.419, 0.167, -0.544, -0.488, 0.186, 0.204, -0.434, 0.493, 0.359, 0.496, 0.417, -0.358, -0.441, -0.585, -0.080, -0.087, 0.363, 0.259, 0.279, 0.295, -1.065, 1.283, -0.692, -0.495, 0.309, 0.395, 0.199, -0.603, 0.179, 0.276, -0.020, -0.103, -0.579, -0.594, -0.083, 0.307, 0.040, 0.374, 0.285, 0.339], "lumo_ev": 2.15, "total_charge": -1}

***

Calculated DFT total energy, -1847.833312; -2960.283816 a.u. (same order as the records).